{
  "formula": "C26H42CsN7O4PS2",
  "method": "ωB97M-V/def2-TZVPD",
  "symbols": ["Cs", "C", "C", "N", "C", "C", "C", "S", "N", "C", "O", "C", "C", "C", "C", "C", "C", "H", "H", "H", "H", "H", "H", "H", "H", "H", "H", "H", "H", "H", "H", "H", "C", "N", "C", "P", "O", "N", "C", "C", "N", "C", "C", "H", "H", "H", "H", "H", "H", "H", "H", "H", "H", "H", "H", "H", "H", "H", "H", "H", "H", "O", "C", "O", "C", "C", "C", "C", "C", "C", "H", "H", "H", "H", "H", "N", "C", "N", "S", "H", "H", "H", "H"],
  "xyz": [[1.13511, 0.34707, 0.07704], [-4.29186, 1.68542, -3.45860], [-3.24327, 0.66508, -3.04035], [-1.90055, 1.02258, -3.48571], [-1.54998, 0.67450, -4.86820], [-1.47821, 1.88475, -5.79095], [-1.04350, 1.68876, -2.69259], [-1.49765, 2.29396, -1.16983], [0.20454, 1.92180, -3.19305], [1.05552, 0.93576, -3.32801], [0.90900, -0.25096, -2.91202], [2.34861, 1.28204, -4.02167], [3.26680, 0.27332, -4.28948], [4.45958, 0.56376, -4.93700], [4.74447, 1.86730, -5.31848], [3.83054, 2.87934, -5.05116], [2.63803, 2.58799, -4.40680], [-5.27302, 1.39353, -3.07841], [-4.36152, 1.76270, -4.54536], [-4.03998, 2.66471, -3.05028], [-3.46274, -0.32120, -3.45517], [-3.21750, 0.58202, -1.95629], [-2.31197, -0.02364, -5.20990], [-0.61488, 0.11661, -4.88161], [-2.43387, 2.41044, -5.82578], [-1.22924, 1.55917, -6.80314], [-0.71139, 2.58057, -5.45369], [3.02194, -0.73511, -3.98341], [5.16859, -0.22867, -5.14335], [5.67652, 2.09565, -5.82118], [4.05072, 3.89873, -5.34411], [1.91482, 3.36175, -4.18531], [0.30993, -3.66135, 3.66971], [-1.00460, -3.24550, 3.18564], [-1.76672, -2.51858, 4.19530], [-1.26321, -2.88677, 1.59120], [-0.93674, -1.53600, 1.07114], [-0.39777, -4.01425, 0.72429], [0.97920, -3.69601, 0.31347], [-0.69168, -5.43131, 0.82482], [-2.88337, -3.18254, 1.41286], [-3.63029, -4.18898, 2.13765], [-3.71345, -2.30303, 0.59831], [0.92351, -2.80585, 3.95343], [0.84934, -4.20836, 2.90088], [0.17410, -4.31515, 4.53539], [-1.19117, -1.68121, 4.59791], [-2.02210, -3.19215, 5.01859], [-2.68910, -2.12740, 3.76758], [1.33522, -2.79811, 0.81904], [1.04344, -3.57655, -0.77141], [1.64603, -4.50903, 0.61198], [-1.76076, -5.59453, 0.95930], [-0.16278, -5.91279, 1.65665], [-0.39087, -5.92917, -0.10028], [-2.97219, -4.75926, 2.78914], [-4.12993, -4.87699, 1.44651], [-4.40507, -3.72297, 2.75790], [-3.10181, -1.54070, 0.12328], [-4.45689, -1.80338, 1.22940], [-4.23391, -2.87232, -0.17584], [3.89423, -1.29967, 3.68797], [2.75956, -1.00359, 3.29481], [2.16992, -1.38031, 2.24230], [1.94101, -0.05994, 4.19035], [2.52704, 0.52044, 5.31084], [1.80226, 1.38440, 6.11861], [0.47663, 1.67442, 5.81779], [-0.11949, 1.09344, 4.70664], [0.61218, 0.23142, 3.89854], [3.55954, 0.27340, 5.52154], [2.27014, 1.83659, 6.98540], [-0.08854, 2.35223, 6.44641], [-1.15303, 1.31478, 4.46652], [0.15885, -0.24590, 3.03566], [-1.13708, -1.97377, -2.06615], [-1.80395, -2.94906, -2.68338], [-2.25325, -3.94987, -1.88164], [-2.13341, -2.97474, -4.33428], [-0.99452, -2.01159, -1.06327], [-0.59887, -1.27690, -2.58595], [-1.84282, -4.06659, -0.96531], [-2.66694, -4.73514, -2.34877]],
  "e_tot_ha": -2858.35379,
  "total_charge": -1,
  "homo_lumo_gap_ev": 7.17,
  "e_homo_ha": -0.18887
}